Entry 1:
This record from the Open Molecules 2025 dataset describes a 4-piece molecular cluster, C21H51NO3P overall at a distorted geometry. The level of theory is wB97M-V/def2-TZVPD.

Geometry as XYZ:
```
77
Properties=species:S:1:pos:R:3
H -5.05 -0.46 0.15
H 0.49 1.76 -3.14
H -6.44 2.28 0.07
H -4.21 -2.77 1.83
C 2.93 -1.65 2.88
H 2.33 0.69 -1.84
H -4.04 0.80 -2.44
H 3.51 2.64 -1.07
H 0.81 1.27 0.22
H 0.51 -0.78 3.95
H -4.68 2.96 -1.57
C -5.39 2.36 0.36
N -2.05 -3.70 1.55
H 1.30 -5.80 0.53
H 0.07 2.96 1.91
H 3.29 4.84 -2.11
C -1.08 -4.17 0.56
H 0.22 -3.44 2.05
C -4.47 2.17 -0.84
H -4.50 -1.30 -1.27
O -4.52 -3.64 2.13
H 1.59 2.75 2.79
H -0.51 0.44 2.12
H -1.85 0.40 -1.81
P -3.31 -4.64 1.71
H 4.61 4.62 -4.18
H 1.64 2.21 -4.41
C -2.92 -0.43 -0.10
H -1.11 -3.52 -0.33
O -3.84 -5.25 0.29
H -3.43 2.30 -0.54
H 1.87 -5.18 2.11
C -4.34 -0.40 -0.67
O -3.27 -5.69 2.73
H -3.12 -5.68 -0.19
C 1.12 2.68 1.81
C 4.45 3.74 -3.55
H 4.33 2.89 -4.23
H 2.34 -2.46 3.31
C 2.58 -0.33 3.57
H 0.61 -0.75 1.52
H 0.99 -3.44 0.47
C 0.33 -4.00 1.14
H 1.31 0.52 -4.08
C -4.66 0.82 -1.54
H -5.19 1.62 1.14
H 2.35 4.19 -3.43
H 2.84 -0.40 4.63
C 5.69 3.54 -2.68
H 3.49 1.14 -3.06
C 3.17 3.96 -2.74
H 6.58 3.42 -3.29
C 1.01 -5.32 1.46
H 1.84 3.04 -1.33
C 2.76 2.78 -1.85
H -1.23 -5.20 0.23
H -2.75 0.43 0.55
H 2.31 1.03 1.09
H 2.72 -1.60 1.81
C 0.55 0.20 2.05
C 1.44 1.49 -3.61
H -2.82 -1.32 0.54
H 5.60 2.64 -2.06
C 2.56 1.45 -2.58
H 1.61 3.41 1.16
C -1.84 -0.49 -1.17
H 0.90 0.92 4.06
H 5.84 4.39 -2.02
H -1.96 -1.37 -1.80
H -5.24 3.35 0.80
H 0.33 -6.01 1.95
H 3.19 0.48 3.16
H -0.85 -0.55 -0.71
H -5.69 0.74 -1.88
C 1.25 1.28 1.22
C 1.09 0.01 3.47
H 3.98 -1.88 3.01
```

As for the multiplicity: 1. For the calculated total energy, the calculation gives -1452.711377 Ha. The total charge is -1. For the frontier orbital gap, the calculation gives 5.937 eV. The largest force on an atom is 0.030 hartree/bohr.

---

Entry 2:
This record from the Open Molecules 2025 dataset describes a 10-piece molecular cluster, C21H53BIN21O14P2 overall at a distorted geometry. The level of theory is wB97M-V/def2-TZVPD.

Geometry as XYZ:
```
113
Properties=species:S:1:pos:R:3
H -2.25 -9.55 4.20
H -8.43 7.48 -0.35
N -2.11 2.44 1.23
O -6.77 5.42 1.40
C 1.03 -2.99 -0.03
H 0.42 -1.61 1.76
H -2.24 -2.97 1.38
H -4.55 0.92 -0.58
H 1.46 3.68 -4.22
N 7.17 -1.96 1.67
H -6.91 6.32 -1.64
N -4.61 0.65 -1.55
O 3.65 -6.81 -2.51
H -1.82 -1.14 1.06
O -3.90 2.69 -2.17
C 0.00 -3.75 2.42
O -1.88 -7.16 3.68
H 4.25 7.49 -8.17
H 4.10 -4.32 3.37
H -3.00 -2.87 7.19
C -1.52 -2.26 0.75
O -2.93 0.48 1.97
H 5.31 -7.66 -4.13
N 5.43 -6.52 -1.16
C 2.82 0.82 -0.94
H 7.15 0.47 1.21
H 3.97 -4.55 0.03
H 3.61 6.03 -7.45
H -1.22 2.00 1.03
H -8.53 7.15 1.36
H 5.10 5.79 0.10
O -6.96 1.20 3.07
H -8.24 -0.76 2.27
N 1.06 4.96 -7.10
C -4.27 1.57 -2.47
N 4.61 -4.41 0.87
N -8.45 0.11 1.79
H 1.24 4.77 -8.08
H 8.11 -1.81 1.24
H 6.77 4.84 -6.51
O 3.69 -3.42 3.13
H -4.40 3.28 1.79
O 1.99 2.99 -6.53
H 1.11 -3.75 2.86
H -0.34 -4.80 2.02
H -5.89 5.13 -0.89
P 6.32 -0.58 1.74
H -1.66 -5.92 5.80
I -0.06 -0.21 -2.13
P 3.85 4.61 -1.31
C 2.17 -1.76 -0.04
O 2.46 5.05 -0.35
H -1.66 -2.36 -0.40
H 1.51 -4.05 0.11
O 5.29 5.47 -0.83
H 0.78 -2.62 5.87
H -2.23 3.42 1.03
N -2.15 -8.96 5.01
C 2.71 2.27 -1.69
N -4.37 1.15 -3.74
H 0.44 -3.04 -1.07
O -0.92 -4.14 6.80
H -4.67 0.23 -4.01
N -2.24 -2.32 6.81
H -2.39 -1.34 6.62
H -1.87 -7.29 6.85
C 3.60 -1.88 0.81
C 1.45 4.03 -6.21
N 5.83 5.12 -6.75
C 5.68 6.29 -7.39
H -7.64 3.18 1.77
O 5.97 2.69 0.35
C 0.01 -2.60 1.23
N 1.18 4.35 -4.93
C -7.14 6.03 0.41
H 4.82 -6.16 -0.44
C 4.92 2.19 -0.32
O 6.62 7.01 -7.68
H -2.21 -9.38 5.93
C -3.09 1.67 1.74
H 2.23 4.33 0.32
H -9.14 0.10 1.06
H 5.06 4.52 -6.50
N 4.10 2.85 -1.41
N 5.71 -7.37 -3.24
H -0.69 -3.33 3.30
C 4.66 -0.59 0.79
N -4.25 2.30 1.97
N -8.12 2.33 1.51
H -8.80 2.36 0.77
H -5.00 1.76 2.36
H -0.22 -1.20 5.86
C 4.85 -6.89 -2.32
H -4.92 -0.28 -1.77
H 5.46 -3.94 0.44
C 4.21 0.73 -0.07
C 1.76 -0.43 -0.94
C -7.79 1.21 2.18
C -1.94 -7.65 4.80
N -6.62 5.83 -0.81
B 3.95 -3.27 1.69
N -1.82 -6.91 5.92
N -0.11 -2.18 6.06
H -4.12 1.81 -4.47
N 4.40 6.61 -7.68
H 0.61 5.83 -6.85
H 6.06 -0.29 3.15
H 6.42 -6.58 -0.99
C -1.08 -2.96 6.57
N -8.11 6.96 0.45
H 6.70 -7.44 -3.10
O 1.68 2.82 -2.39
H 0.74 5.20 -4.64
```

As for the multiplicity: 1. Its SMILES is CC(C)Cc1c(I)c2c(c([PH2]=N)c1B(N)O)C(=O)N(P(O)O)C2=O.NC(N)=O.NC(N)=O.NC(N)=O.NC(N)=O.NC(N)=O.NC(N)=O.NC(N)=O.NC(N)=O.NC(N)=O. For the calculated total energy, the calculation gives -4040.484402 Ha. For the frontier orbital gap, the calculation gives 6.666 eV. The largest force on an atom is 0.180 hartree/bohr.

---

Entry 3:
This record from the Open Molecules 2025 dataset describes C21H54F9O18S12Zn as an isolated structure at a distorted geometry. The level of theory is wB97M-V/def2-TZVPD.

Geometry as XYZ:
```
115
Properties=species:S:1:pos:R:3
H 0.27 -4.61 1.39
F 0.35 0.13 1.51
C -6.33 -1.78 -1.06
H -0.41 -4.45 -0.23
H 0.62 -4.65 -4.44
H 3.27 0.12 -3.64
C 0.95 2.58 -3.62
S -1.49 3.94 0.96
H -3.94 0.73 4.11
H -3.06 5.71 0.85
H -1.53 2.66 6.44
H 5.25 -3.16 2.22
F -1.79 2.30 -5.18
O -4.08 -0.32 -1.34
H 2.95 0.08 -1.91
C 1.87 5.39 3.17
C 1.26 -3.81 -4.69
S -0.26 -0.65 -1.03
F -3.52 2.95 -6.10
S 5.07 1.16 -2.45
S 2.87 -3.86 -3.86
C -3.39 -2.28 1.88
H 0.12 -0.20 4.39
H 5.32 0.08 -0.26
O 1.18 5.50 0.54
H 2.05 6.43 3.43
S 5.66 -4.86 0.59
C -3.94 -0.27 3.67
O 0.45 -0.71 -2.31
O -3.01 4.38 -3.38
S 0.54 1.83 5.90
H 3.09 -4.25 -1.45
S -3.66 2.99 -3.37
C -3.11 2.22 -5.06
H 2.56 2.96 0.43
S 2.41 5.24 1.38
O -3.17 0.24 1.04
H 1.20 -0.45 5.80
H -1.28 5.03 3.25
C 5.46 1.08 -0.66
H 4.74 -6.16 2.34
O -3.06 2.13 -2.34
O -1.81 -6.07 2.75
H 1.75 1.85 -3.53
O -1.22 0.44 -0.94
C 0.91 0.24 5.01
H -3.08 -2.70 0.92
H -0.05 5.53 -1.89
H -1.14 -6.97 -0.64
C 0.06 4.96 -2.81
F -3.64 0.98 -5.32
S -5.30 -0.58 -2.15
C 4.40 -5.88 1.34
F -5.87 -2.97 -1.07
O 4.57 2.60 -2.60
H -2.73 5.12 -0.72
H 1.81 -5.26 -2.02
H 3.98 -2.86 0.89
H 0.06 1.99 -3.40
S -1.85 -5.83 1.24
H 4.23 -6.79 0.77
F 1.85 0.82 0.03
Zn -3.10 1.28 -0.64
H 0.86 5.03 3.33
O 3.57 -5.07 -4.46
H -4.91 -0.54 3.26
H 1.69 2.93 1.91
O 5.61 -4.86 -0.95
H 4.63 1.60 -0.19
O 0.98 2.84 4.79
C 2.55 3.39 1.44
H -1.69 3.23 3.17
H 5.64 -2.53 0.63
H 3.51 -5.27 1.52
H 0.91 3.12 -4.57
O 2.70 4.47 -2.84
H 3.37 3.13 2.11
O -0.86 -1.91 -0.66
F 1.86 -1.33 0.74
H -4.47 -2.17 1.73
C 4.98 -3.21 1.16
C -1.87 4.24 2.78
H -1.61 0.88 6.25
H 4.08 -1.11 -2.77
H 6.37 1.65 -0.45
H -1.55 6.26 0.15
H -2.90 4.55 2.96
F -7.63 -1.89 -1.40
C 2.30 -4.30 -2.19
O -2.15 2.63 0.51
O -5.10 2.95 -3.33
O -6.08 0.60 -2.51
H -3.21 -2.95 2.72
H -1.07 -3.52 1.21
H 1.18 -3.73 -5.77
H -3.84 -1.10 4.37
H 2.53 4.76 3.77
O -4.96 -1.47 -3.23
F -6.25 -1.24 0.11
C -1.30 1.81 5.79
C 3.72 -0.08 -2.67
S -2.76 -0.59 2.24
H -1.79 -8.02 0.57
H 0.27 5.44 -3.76
H 0.88 -2.85 -4.33
H 1.71 -3.40 -1.98
H -1.56 1.89 4.74
C 1.07 -0.24 0.44
C -0.66 -4.46 0.84
S 1.41 3.82 -2.31
H 1.86 0.20 4.48
H -0.87 4.40 -2.86
H -0.10 -7.46 0.77
C -1.10 -7.18 0.43
C -2.23 5.42 0.20
```

As for the multiplicity: 1. For the energy relative to the best compared isomer or geometry (same formula, charge and spin), the calculation gives 199.3 kJ/mol. For the calculated total energy, the calculation gives -9643.002933 Ha. The total charge is -1. For the frontier orbital gap, the calculation gives 6.950 eV. The largest force on an atom is 0.085 hartree/bohr.

---

Entry 4:
This record from the Open Molecules 2025 dataset describes a 11-piece molecular cluster, C21H54N2O15 overall at a distorted geometry. The level of theory is wB97M-V/def2-TZVPD.

Geometry as XYZ:
```
92
Properties=species:S:1:pos:R:3
H -5.23 -4.15 1.63
O 1.72 -0.58 -0.13
O -1.36 -1.41 -3.65
C 1.78 4.59 0.50
H -0.34 6.65 0.17
H -1.48 4.27 0.08
H -0.24 3.26 -0.61
O 2.99 -3.52 -4.13
H 0.26 -4.34 -1.27
O 2.98 1.27 -0.20
H 5.08 2.18 0.83
H -0.17 2.33 -5.12
H -0.87 6.01 1.76
C 2.00 0.67 -0.51
C 1.19 -4.62 -0.78
C 1.30 3.30 3.57
O 6.24 1.58 2.44
H -1.88 -3.88 0.00
C 2.25 0.02 3.10
H -1.70 -1.50 -2.75
H 0.76 6.63 1.60
H 0.21 4.05 -5.18
H -6.02 -3.70 0.08
H 1.99 3.53 0.26
H 6.41 1.12 0.41
H -3.20 1.50 0.30
H 6.88 2.29 2.33
H -0.12 -2.28 1.16
H 4.17 -3.13 -2.48
H -0.76 3.11 1.11
O 0.47 4.15 3.54
H 1.96 -4.67 -1.55
O -3.39 1.24 -1.75
H -0.38 0.17 -2.25
C -0.41 -1.35 0.66
H 3.92 -1.72 -3.44
C 0.23 3.17 -4.54
C -5.20 -4.23 0.55
H 2.61 -2.34 -2.44
C 3.34 2.26 3.67
H 3.77 -3.99 -4.42
O 1.06 -5.90 -0.14
H -1.46 -1.50 0.38
C 5.64 1.31 1.17
C -3.90 1.72 -0.51
O 1.02 1.97 3.68
C 2.22 1.25 3.98
H 2.18 0.35 2.06
O 1.60 2.96 -4.19
H -0.40 -0.53 1.38
H -3.05 -0.31 -4.20
C -2.51 -1.24 -4.45
C -0.03 6.10 1.07
H -2.77 -1.27 4.35
C -3.11 -1.54 3.35
H 0.42 -1.79 -1.27
H 1.42 -0.65 3.32
H -4.87 1.25 -0.28
N -3.95 -3.70 0.02
N 0.45 4.79 0.71
H 2.18 0.93 5.02
C -0.14 0.31 -1.20
H 4.97 0.46 1.24
H -4.95 -2.22 -0.95
O 2.62 3.50 3.52
H 3.99 2.39 4.53
C 0.40 -0.97 -0.55
H -3.22 -2.07 -4.34
H -3.59 -0.64 2.97
H -2.22 -1.14 -5.49
O 0.97 1.23 -1.20
H 1.28 -5.79 0.79
H -3.68 1.86 -2.43
H 1.53 -3.93 -0.01
O 2.62 5.46 0.56
H -3.76 -3.34 3.80
H -4.10 2.79 -0.54
H 3.87 1.99 2.77
C -2.75 -4.42 0.40
H -2.64 -4.46 1.48
O -2.96 -2.22 -1.39
H 1.62 2.19 -3.62
C -0.52 3.80 0.29
O -4.14 -2.54 3.43
H -2.28 -1.87 2.73
C -3.94 -2.66 -0.82
C 3.42 -2.63 -3.10
H -2.77 -5.42 -0.05
H -1.00 0.69 -0.65
H -5.30 -5.29 0.27
H 3.19 -0.52 3.19
H -0.41 3.33 -3.66
```

As for the multiplicity: 1. Its SMILES is C[C@H]1COC(=O)O1.C[C@H]1COC(=O)O1.CN(C)C=O.CN(C)C=O.CO.CO.CO.CO.CO.CO.CO. For the calculated total energy, the calculation gives -2070.563031 Ha. For the frontier orbital gap, the calculation gives 8.652 eV. The largest force on an atom is 0.022 hartree/bohr.

---

Entry 5:
This record from the Open Molecules 2025 dataset describes a 7-piece molecular cluster, C21H55Cl8N7O4P2 overall at a distorted geometry. The level of theory is wB97M-V/def2-TZVPD.

Geometry as XYZ:
```
97
Properties=species:S:1:pos:R:3
H -1.16 4.71 -2.15
H -4.00 3.08 -7.04
N -4.66 4.92 -2.81
Cl -5.33 -1.93 -5.89
H -6.10 4.70 -1.24
H 5.23 -9.12 1.99
H -4.62 -1.50 -3.15
H 3.98 -6.89 -1.17
C -5.09 6.29 -2.96
H 5.91 -8.06 3.22
H 0.61 6.42 3.63
N 4.05 -7.51 2.57
H -5.64 3.22 -2.02
O -3.45 2.70 -3.53
H 0.77 -7.87 1.36
H 1.04 -8.63 -0.17
C 2.46 -4.79 3.43
H 6.85 1.11 3.28
H 6.01 -1.15 2.85
H 2.83 5.70 3.32
H -6.33 4.87 -4.81
H 5.80 -7.50 1.47
H 2.17 -7.94 3.47
H -2.90 6.52 -5.27
C 5.98 -0.43 2.03
H -6.19 3.25 -5.35
O 4.44 -5.44 0.87
N 0.09 1.70 0.83
C 3.21 -8.26 3.53
H -1.08 6.40 -5.13
H -2.60 3.97 -6.56
H 3.61 -8.14 4.54
H -0.12 4.91 -3.62
H -3.04 -2.42 -5.59
N -4.36 4.45 -5.43
H 3.60 7.23 3.70
H 5.13 -0.61 1.38
C -3.67 4.07 -6.71
Cl 1.10 8.71 4.33
H -1.60 0.93 -0.09
N 2.58 -7.41 0.38
H -2.84 -1.59 -3.00
H -1.77 2.55 0.55
C 1.10 -4.93 1.47
H 0.44 0.48 4.74
Cl 7.49 -0.63 1.08
H 1.99 -9.22 1.21
H -3.84 4.80 -7.49
P 3.40 -6.37 1.40
H -1.79 1.17 1.73
H 1.57 -4.43 3.96
O 0.52 2.75 1.27
H 2.61 -7.91 -1.67
N 2.13 -5.61 2.23
H -3.33 -0.77 -5.33
C 3.31 -7.70 -0.86
C -3.71 -1.75 -5.06
H -0.99 3.44 -3.25
P -3.62 4.12 -3.92
C -3.72 -1.99 -3.51
H 1.36 7.45 2.32
O 0.80 0.79 0.43
C 5.94 0.97 2.70
C -2.04 6.35 -4.62
C 1.54 -8.34 0.75
H 6.07 1.79 2.00
C -0.19 1.60 6.52
H 0.71 -0.28 6.28
H -4.76 6.88 -2.10
H -4.75 6.65 -3.93
C -5.82 4.26 -5.56
H 0.22 -4.82 2.11
H 3.27 -9.34 3.37
Cl 4.49 1.19 3.71
H -6.14 4.49 -6.57
H -4.47 4.10 -0.94
H 3.07 -3.92 3.22
Cl -1.41 -0.69 5.63
Cl -1.19 2.67 5.52
H 2.96 -5.42 4.17
C -1.05 4.52 -3.22
H -6.16 6.42 -3.06
H 1.46 -3.97 1.10
N -2.20 5.06 -3.95
H 3.95 -8.58 -0.77
Cl 2.56 6.17 5.64
H -0.74 1.41 7.44
C 5.36 -8.08 2.28
C 1.37 7.16 3.37
H 0.72 2.17 6.72
H -2.11 7.19 -3.92
Cl -4.00 -3.70 -2.98
H 0.72 -5.51 0.63
C 2.68 6.65 3.84
C -5.25 4.18 -1.68
C 0.00 0.34 5.73
C -1.41 1.55 0.79
```

As for the multiplicity: 1. Its SMILES is CN(C)P(=O)(N(C)C)N(C)C.CN(C)P(=O)(N(C)C)N(C)C.C[N+](=O)[O-].ClCCCl.ClCCCl.ClCCCl.ClCCCl. For the energy relative to the best compared isomer or geometry (same formula, charge and spin), the calculation gives 0.0 kJ/mol. For the calculated total energy, the calculation gives -5881.589681 Ha. For the frontier orbital gap, the calculation gives 8.224 eV. The largest force on an atom is 0.056 hartree/bohr.

---

Which value of calculated total energy does entry 3 give? -9643.002933 Ha